{"formula": "C21H28N6O5", "method": "ωB97M-V/def2-TZVPD", "total_charge": 0, "smiles": "NC(=O)c1cc([N+](=O)[O-])ccc1NCc1ccccn1.CNC(=O)[C@@H](NC(C)=O)C(C)C", "e_above_lowest_kcal_mol": 42.3, "species": ["N", "C", "O", "C", "C", "C", "N", "O", "O", "C", "C", "C", "N", "C", "C", "C", "C", "C", "C", "N", "H", "H", "H", "H", "H", "H", "H", "H", "H", "H", "H", "H", "C", "N", "C", "O", "C", "N", "C", "C", "O", "C", "C", "C", "H", "H", "H", "H", "H", "H", "H", "H", "H", "H", "H", "H", "H", "H", "H", "H"], "positions_angstrom": [[0.92, -5.32, -1.87], [0.09, -4.38, -2.41], [0.12, -4.34, -3.63], [-0.79, -3.54, -1.58], [-0.49, -3.38, -0.22], [-1.31, -2.61, 0.64], [-1.02, -2.51, 2.02], [-1.71, -1.74, 2.71], [-0.09, -3.18, 2.48], [-2.42, -1.96, 0.08], [-2.72, -2.11, -1.28], [-1.93, -2.90, -2.11], [-2.26, -3.07, -3.45], [-3.51, -2.64, -4.12], [-3.49, -1.21, -4.63], [-2.29, -0.60, -5.03], [-2.30, 0.70, -5.53], [-3.52, 1.36, -5.60], [-4.68, 0.70, -5.19], [-4.67, -0.55, -4.71], [0.74, -5.63, -0.93], [1.33, -5.97, -2.54], [0.39, -3.86, 0.19], [-3.07, -1.34, 0.68], [-3.58, -1.58, -1.67], [-1.55, -3.57, -4.00], [-4.36, -2.77, -3.45], [-3.69, -3.30, -4.98], [-1.35, -1.14, -4.96], [-1.37, 1.19, -5.84], [-3.58, 2.37, -5.98], [-5.63, 1.23, -5.25], [3.87, 4.68, 0.57], [3.55, 3.69, 1.59], [2.43, 2.97, 1.62], [1.55, 3.09, 0.78], [2.26, 2.03, 2.83], [1.86, 2.82, 4.02], [2.71, 3.55, 4.74], [2.12, 4.29, 5.92], [3.90, 3.64, 4.49], [1.28, 0.87, 2.58], [1.80, -0.06, 1.47], [1.11, 0.03, 3.86], [3.88, 4.21, -0.41], [3.12, 5.47, 0.58], [4.85, 5.12, 0.77], [4.16, 3.61, 2.40], [3.23, 1.59, 3.03], [0.89, 2.81, 4.28], [1.79, 3.56, 6.67], [2.89, 4.93, 6.35], [1.28, 4.89, 5.59], [0.30, 1.26, 2.29], [2.77, -0.46, 1.74], [1.87, 0.48, 0.53], [1.10, -0.89, 1.33], [0.51, -0.85, 3.66], [2.08, -0.29, 4.23], [0.60, 0.61, 4.63]], "mulliken_charge": [-0.4290, 0.8061, -0.7327, 0.2435, -0.4582, -0.6623, 0.9997, -0.6047, -0.5710, -0.8021, -0.5624, 0.8988, -0.0986, -1.4090, 0.7580, -0.2351, -0.5239, -0.3109, -0.2564, -0.5347, 0.1913, 0.2623, 0.4474, 0.4860, 0.3876, 0.3693, 0.4161, 0.3845, 0.3726, 0.3986, 0.3547, 0.3657, -0.9454, -0.0949, 0.1117, -0.6812, -0.1664, -0.0977, 0.7606, -1.2324, -0.6914, 0.6125, -1.1273, -1.2704, 0.2835, 0.2992, 0.3471, 0.3076, 0.3786, 0.3286, 0.3158, 0.3332, 0.3475, 0.2083, 0.3569, 0.4226, -0.0123, 0.2952, 0.3349, 0.3242]}

***

{"formula": "C21H28NO4", "method": "ωB97M-V/def2-TZVPD", "total_charge": 1, "smiles": "Cc1ccc(C(C)C)c(OC[n+]2ccc(O)c(CCCCOC=O)c2)c1", "e_above_lowest_kcal_mol": 148.8, "species": ["C", "C", "C", "C", "C", "C", "C", "C", "C", "O", "C", "N", "C", "C", "C", "O", "C", "C", "C", "C", "C", "O", "C", "O", "C", "C", "H", "H", "H", "H", "H", "H", "H", "H", "H", "H", "H", "H", "H", "H", "H", "H", "H", "H", "H", "H", "H", "H", "H", "H", "H", "H", "H", "H"], "positions_angstrom": [[2.23, 0.42, -5.00], [1.48, -0.33, -3.79], [-0.02, -0.64, -3.99], [-0.82, -1.35, -2.83], [-0.15, -1.75, -1.46], [-1.09, -2.41, -0.36], [-2.43, -3.11, -0.97], [-0.39, -3.52, 0.56], [1.38, -1.43, -1.27], [2.02, -1.75, -0.03], [2.99, -0.78, 0.36], [2.44, 0.56, 0.72], [3.39, 1.66, 0.79], [3.02, 3.11, 1.15], [1.54, 3.43, 1.45], [1.11, 4.74, 1.78], [0.50, 2.24, 1.40], [-1.07, 2.52, 1.70], [-2.03, 1.70, 0.67], [-3.32, 1.18, 1.52], [-2.80, -0.05, 2.42], [-2.78, 0.26, 3.85], [-1.54, -0.31, 4.32], [-1.32, -1.55, 4.32], [1.07, 0.86, 1.04], [2.15, -0.73, -2.45], [3.19, 0.94, -4.63], [1.53, 1.29, -5.32], [2.41, -0.25, -5.91], [-0.58, -0.38, -4.96], [-1.93, -1.51, -3.05], [-1.47, -1.54, 0.30], [-3.20, -2.36, -1.34], [-2.04, -3.79, -1.82], [-2.88, -3.81, -0.19], [0.42, -4.14, 0.04], [-1.19, -4.16, 1.09], [0.14, -2.95, 1.42], [3.88, -0.66, -0.37], [3.48, -1.19, 1.33], [4.50, 1.45, 0.57], [3.85, 3.91, 1.20], [0.99, 5.26, 0.94], [-1.35, 2.37, 2.79], [-1.23, 3.64, 1.42], [-1.48, 0.84, 0.15], [-2.45, 2.37, -0.16], [-4.14, 0.87, 0.80], [-3.68, 2.08, 2.13], [-3.50, -0.94, 2.26], [-1.72, -0.30, 2.09], [-0.73, 0.44, 4.66], [0.32, -0.02, 1.02], [3.27, -0.49, -2.37]], "mulliken_charge": [-1.0700, 0.4654, -0.6665, -0.5742, 0.8942, 1.4743, -1.3969, -1.1602, 0.4175, -0.3065, -0.8063, 0.4945, -0.1409, -0.6747, 0.0316, -0.4939, 0.0304, -0.4329, -0.3453, -0.8659, 0.2924, -0.3997, 0.2640, -0.4563, 0.0752, -0.8041, 0.3121, 0.3151, 0.2846, 0.2789, 0.1783, -0.6708, 0.2918, 0.3528, 0.4180, 0.2634, 0.4142, 0.1978, 0.4270, 0.3153, 0.3453, 0.3734, 0.3676, 0.3704, 0.3452, 0.0516, 0.4035, 0.3547, 0.3506, 0.3850, -0.2431, 0.3100, 0.3104, 0.0513]}

***

{"formula": "C21H29BF6O8S", "method": "ωB97M-V/def2-TZVPD", "total_charge": 0, "smiles": "CB(O)[C@H]1C[C@@H](Cc2ccc(C)cc2)COS1(=O)=O.CCOC(=O)C(F)(F)F.CCOC(=O)C(F)(F)F", "species": ["C", "B", "O", "C", "C", "C", "C", "C", "C", "C", "C", "C", "C", "C", "C", "O", "S", "O", "O", "H", "H", "H", "H", "H", "H", "H", "H", "H", "H", "H", "H", "H", "H", "H", "H", "H", "H", "H", "C", "C", "O", "C", "O", "C", "F", "F", "F", "H", "H", "H", "H", "H", "C", "C", "O", "C", "O", "C", "F", "F", "F", "H", "H", "H", "H", "H"], "positions_angstrom": [[6.36, -2.65, -0.41], [5.07, -2.32, -1.30], [4.68, -3.23, -2.34], [4.12, -1.03, -1.10], [3.64, -0.83, 0.43], [2.72, 0.45, 0.43], [1.63, 0.49, 1.59], [0.27, 0.02, 0.94], [0.25, -1.30, 0.31], [-0.94, -1.85, -0.37], [-2.16, -1.05, -0.38], [-3.42, -1.66, -1.09], [-2.13, 0.26, 0.24], [-0.94, 0.84, 0.89], [3.67, 1.70, 0.36], [4.10, 1.88, -1.01], [4.89, 0.56, -1.60], [4.75, 0.63, -3.06], [6.31, 0.55, -1.27], [6.60, -3.73, -0.54], [7.18, -1.96, -0.75], [6.06, -2.48, 0.66], [3.83, -3.61, -2.00], [3.17, -1.12, -1.70], [3.17, -1.75, 0.86], [4.52, -0.59, 1.10], [2.15, 0.43, -0.54], [1.53, 1.51, 2.06], [1.86, -0.29, 2.36], [1.14, -1.98, 0.31], [-0.86, -2.86, -0.84], [-3.08, -1.95, -2.12], [-4.20, -0.86, -1.12], [-3.74, -2.59, -0.56], [-3.07, 0.87, 0.20], [-0.96, 1.87, 1.33], [3.16, 2.65, 0.69], [4.54, 1.56, 1.06], [-0.18, 4.73, 6.20], [-0.23, 3.52, 7.10], [-0.27, 2.31, 6.33], [0.91, 1.85, 5.89], [1.96, 2.37, 6.09], [0.71, 0.53, 5.12], [-0.33, 0.58, 4.28], [0.48, -0.50, 5.96], [1.78, 0.21, 4.39], [-1.02, 4.71, 5.49], [-0.23, 5.65, 6.78], [0.73, 4.74, 5.60], [-1.14, 3.53, 7.70], [0.62, 3.50, 7.79], [-4.11, -0.55, -6.79], [-4.82, -1.74, -6.17], [-5.49, -1.36, -4.96], [-6.71, -0.82, -5.12], [-7.24, -0.63, -6.17], [-7.32, -0.51, -3.75], [-6.44, 0.06, -2.91], [-7.77, -1.63, -3.14], [-8.37, 0.32, -3.83], [-3.44, -0.08, -6.07], [-3.53, -0.85, -7.66], [-4.83, 0.21, -7.10], [-4.08, -2.50, -5.90], [-5.51, -2.21, -6.88]], "mulliken_charge": [-0.8261, 0.4018, -0.5231, -0.0573, -1.1603, 0.3480, -1.0895, 0.6739, 0.0980, -0.9316, 0.8567, -1.0207, -0.6502, -0.6839, -0.6194, -0.3533, 1.2857, -0.7079, -0.6644, 0.2321, 0.2902, 0.2961, 0.3099, 0.1824, 0.3318, 0.5207, 0.3823, 0.3370, 0.2417, 0.1359, 0.3028, 0.2653, 0.2231, 0.3117, 0.2369, 0.3484, 0.3752, 0.3226, -1.1052, -0.2011, -0.3109, 0.2479, -0.5150, 1.0494, -0.2501, -0.2871, -0.2656, 0.3021, 0.3720, 0.3108, 0.3194, 0.3145, -1.1071, -0.2160, -0.2849, 0.3316, -0.5104, 0.8935, -0.2340, -0.2558, -0.2470, 0.2949, 0.3814, 0.3142, 0.3198, 0.3163]}

***

{"formula": "C21H29BrNaPS4", "method": "ωB97M-V/def2-TZVPD", "total_charge": 0, "e_above_lowest_kcal_mol": 6.9, "species": ["Na", "C", "C", "S", "C", "C", "S", "C", "C", "S", "C", "C", "S", "H", "H", "H", "H", "H", "H", "H", "H", "H", "H", "H", "H", "H", "H", "H", "H", "Br", "C", "P", "C", "C", "C", "C", "C", "C", "C", "C", "C", "C", "C", "C", "H", "H", "H", "H", "H", "H", "H", "H", "H", "H", "H", "H", "H"], "positions_angstrom": [[0.98, -1.44, -1.03], [-3.33, -2.71, -0.52], [-3.43, -1.21, -0.76], [-1.93, -0.25, -0.49], [-2.02, 0.10, 1.28], [-1.51, -0.98, 2.22], [0.28, -1.18, 2.04], [0.53, -2.83, 2.73], [-0.07, -3.97, 1.90], [0.68, -3.99, 0.26], [-0.26, -5.26, -0.58], [-1.75, -5.00, -0.73], [-2.10, -3.46, -1.61], [-4.31, -3.16, -0.69], [-3.05, -2.91, 0.52], [-4.22, -0.80, -0.14], [-3.72, -1.02, -1.79], [-3.06, 0.33, 1.53], [-1.46, 1.03, 1.43], [-2.01, -1.92, 2.01], [-1.74, -0.71, 3.25], [0.15, -2.88, 3.75], [1.61, -2.95, 2.79], [-1.15, -3.87, 1.83], [0.14, -4.92, 2.42], [-0.10, -6.23, -0.09], [0.22, -5.34, -1.56], [-2.23, -4.95, 0.24], [-2.20, -5.85, -1.26], [2.72, -2.13, -2.74], [0.54, 1.29, -2.47], [0.87, 1.43, -0.67], [-0.06, 2.93, -0.19], [-1.21, 3.34, -0.86], [-1.93, 4.44, -0.40], [-1.52, 5.13, 0.73], [-0.38, 4.72, 1.41], [0.34, 3.62, 0.95], [2.59, 2.05, -0.70], [3.60, 1.20, -0.26], [4.93, 1.60, -0.31], [5.25, 2.86, -0.80], [4.25, 3.71, -1.24], [2.93, 3.31, -1.19], [-0.46, 0.88, -2.66], [1.28, 0.61, -2.90], [0.62, 2.25, -2.98], [-1.55, 2.81, -1.74], [-2.82, 4.75, -0.93], [-2.08, 5.98, 1.08], [-0.05, 5.25, 2.29], [1.23, 3.31, 1.49], [3.36, 0.21, 0.12], [5.71, 0.93, 0.02], [6.29, 3.17, -0.84], [4.50, 4.69, -1.62], [2.15, 3.98, -1.54]], "mulliken_charge": [0.6092, -0.2528, -1.2674, 0.3878, -0.8644, -0.4450, 0.1166, -1.0556, -0.5151, 0.0638, -0.7210, -0.8044, -0.0474, 0.4413, 0.0696, 0.4168, 0.4425, 0.5265, 0.2241, 0.0204, 0.4479, 0.4530, 0.4225, 0.2273, 0.4318, 0.4146, 0.3904, 0.3478, 0.4766, -0.7453, -1.4536, 0.6619, -0.0523, -0.2805, -0.6614, -0.4318, -0.6391, -0.4241, 0.2213, -0.3052, -0.6159, -0.4294, -0.7100, -0.2074, 0.4108, 0.5200, 0.4638, 0.3353, 0.4033, 0.3840, 0.3907, 0.4327, 0.2745, 0.3989, 0.3742, 0.3918, 0.3353]}

***

Across the entries above, E_HOMO takes the values -8.729; -11.118; -8.943; -7.669 eV, respectively.